No. 1
DFT (wB97M-V/def2-TZVPD) results for a structure of composition C19H42MnP2Si.

## Properties
LUMO (spin up / spin down) in eV: 0.2 / -0.1
Frontier orbital gap (spin up / spin down) in eV: 6.5 / 6.4
Multiplicity: 6
Total charge: 0

```
65
Properties=species:S:1:pos:R:3:forces:R:3
H 0.3174 -3.6219 1.5867 0.11 -0.28 0.45
H 0.4227 0.1999 0.7432 1.09 0.49 0.20
H -0.8514 -0.3195 -4.2413 -0.10 0.05 0.05
C 1.5985 1.9202 -4.2706 -0.10 -0.70 -0.65
H -3.6573 0.7941 3.5173 -0.15 0.13 0.34
H 0.0164 -1.3591 6.0135 -0.53 0.05 -0.25
H 3.9886 3.0578 -1.8215 0.02 -0.01 0.87
C -1.2707 -1.0399 -2.2849 -0.02 -0.79 1.23
C 2.1339 0.2554 -2.1450 -0.12 0.39 -0.55
P 0.4943 1.1143 -2.8963 2.24 3.16 -3.76
C 0.0357 1.8228 -0.4274 0.10 1.13 0.25
H 0.7865 -3.8476 -0.7088 -0.14 0.21 -0.17
H -1.3755 2.2987 4.7325 -0.15 -0.33 0.28
C 1.6363 -0.1118 -0.8856 -0.59 -1.63 2.32
C -0.2705 -3.2489 2.4393 -0.30 -0.44 0.29
H -0.8024 0.7966 2.3463 -0.11 0.23 -0.28
C 0.3858 -3.1681 -1.4764 0.35 -0.14 0.17
H 2.0533 -0.9778 -0.3768 0.09 -0.24 -0.01
C 1.9666 3.0972 -1.6887 -1.15 1.30 0.51
H 0.4588 -1.2493 -3.6296 -0.06 -0.07 0.48
H -2.5497 -3.3339 -0.6642 -0.54 0.00 -0.26
H -3.9625 -0.7506 4.3926 -0.46 0.36 -0.01
H -0.7826 -2.4786 4.8808 -0.27 0.26 0.47
H -2.7277 -1.7460 0.4057 -0.83 -0.67 -1.13
C 1.0423 0.8322 0.0736 -0.63 -0.75 1.22
Mn -1.0790 -1.6346 1.4581 0.33 0.99 2.81
H -0.9246 3.1157 -3.6139 -0.02 -0.16 -0.03
H -0.8634 1.8652 -4.8773 -0.20 -0.06 0.38
H 4.0844 0.4849 -1.1154 -0.56 0.02 -0.58
H -0.1643 1.4886 5.7172 -0.48 -0.26 -0.07
Si -1.5492 -0.1746 4.4316 0.47 -0.12 -1.55
H 1.8534 2.9849 -4.1022 -0.43 -0.68 0.23
H 0.3305 -0.4281 2.8965 0.32 0.39 0.02
H 1.2543 -2.7825 -2.0362 -0.31 -0.01 0.27
H -1.9052 1.6241 -3.4617 -0.27 0.27 -0.01
C 3.4399 1.0123 -1.8612 0.15 0.69 -0.18
H 2.5448 1.3943 -4.4369 -0.14 0.00 0.15
H -0.2746 2.4475 0.4161 0.13 0.14 0.10
H -1.7086 -1.7948 6.2863 0.41 -0.18 -0.17
C -0.7416 -0.2081 2.7660 1.64 -0.13 0.84
H -0.9191 1.3551 -0.7581 0.54 -0.01 0.08
H -1.8210 -1.8832 -2.7036 -0.10 -0.05 -0.11
C -2.1000 -2.5506 -0.0829 0.83 -0.39 1.77
P -0.5247 -1.7508 -0.6462 0.00 -0.24 -4.10
C -0.9456 -1.5900 5.5143 -0.29 -0.23 0.02
H 3.9851 1.0035 -2.8174 0.14 0.49 0.36
C 0.6137 2.6690 -1.5648 -0.51 -0.41 0.60
H -0.0430 3.5499 -1.7281 0.13 -0.96 -0.62
H -1.8859 1.4647 6.2500 0.36 0.19 -0.29
H -3.4306 -0.7285 2.7327 0.59 0.02 0.51
H 2.3528 -0.6110 -2.7855 -0.07 0.17 -0.01
H 3.4011 2.4723 -0.1842 -0.09 0.12 -0.90
C -0.9519 2.0397 -3.7946 -0.69 -0.37 0.26
H 1.8531 1.3345 0.6439 -0.57 -0.15 0.02
H 0.4016 -2.9353 3.2571 -0.28 -0.15 -0.45
H 1.0431 1.8847 -5.2127 0.26 -0.04 0.04
C -1.2131 1.4120 5.3718 -0.11 0.49 0.18
H -0.2030 -3.7791 -2.1913 -0.03 0.52 0.46
C -0.3018 -0.5246 -3.3203 0.48 0.31 -0.49
C 3.2097 2.4814 -1.2909 1.99 -1.41 -0.50
C -3.2975 -0.2179 3.7056 -0.87 -0.54 0.67
H -2.0252 -0.3058 -1.9839 0.14 0.14 -0.14
H -1.7289 -3.1123 0.8874 -0.98 -0.68 -1.37
H 2.0942 4.0568 -2.1816 -0.20 -0.09 -0.03
H -0.9469 -4.0656 2.8021 0.55 0.63 -0.23
```
Forces are in eV/Å.



No. 2
DFT (wB97M-V/def2-TZVPD) results for a cluster of 4 separate species, C19H42N2O10 in total.

## Properties
LUMO in eV: 0.5
Frontier orbital gap in eV: 9.4
SMILES string: CCOC(=O)OC.CCOC(=O)OC.CCOC(=O)OC.COCCNCCCCN
Total charge: 0

```
73
Properties=species:S:1:pos:R:3:forces:R:3
H 1.2801 -3.7493 -2.0000 -0.11 0.14 -0.24
H 5.5928 -0.9573 -2.6449 -0.18 0.03 0.41
C -2.9914 -4.8562 -6.6929 -0.60 0.00 0.02
C -0.6194 0.8604 4.1732 0.00 0.31 0.11
H 2.9752 -1.8180 -0.3289 -0.12 0.02 -0.61
H -0.3290 -3.3288 -2.2196 0.15 0.03 -0.13
H 1.9624 0.2488 3.9324 -0.10 -0.12 -0.02
H 2.0444 1.0990 2.3836 -0.16 0.19 0.06
H 7.1234 -3.9471 -0.1107 -0.12 0.42 -0.13
H -3.1541 -5.0800 -5.6374 0.14 0.14 0.01
O -3.0337 6.0455 2.3406 -0.03 -0.01 -0.28
C -2.1214 1.0864 6.7930 0.31 -0.07 0.03
H 4.5719 -2.3117 -2.0088 0.27 0.55 -0.44
H -0.7382 4.9851 2.5989 -0.14 0.04 0.00
H -0.4192 -3.2821 0.3021 0.47 0.21 -0.18
O -3.3703 7.2474 4.2257 0.08 0.12 0.05
O -1.8116 5.7571 4.2160 0.03 0.07 -0.03
C -5.6934 7.0748 3.5018 0.04 -0.30 -0.01
H 1.0774 -3.1171 -4.7275 -0.12 0.06 -0.03
H 1.0845 0.1706 -1.6929 0.30 -0.17 0.45
H 6.1835 -3.6275 -1.5980 0.24 0.30 0.26
C 0.1271 -1.3569 -0.4881 0.71 0.07 0.78
H -4.1429 8.3043 2.6091 0.07 -0.18 0.00
H 2.3919 -1.9136 -2.0589 0.11 -0.01 0.49
C -3.7783 -3.6392 -7.1367 0.17 0.27 -0.01
H 7.9519 -3.5166 -1.6286 -0.40 0.07 0.34
H -3.0504 0.4953 4.9220 0.19 -0.04 -0.04
O 7.0874 -1.9195 -0.7158 -0.63 -0.39 0.08
C 0.4061 -2.8843 -0.3269 -1.20 0.01 -0.13
H 5.9044 -0.3584 -0.1280 0.18 -0.53 -0.07
N 0.3725 -3.6597 -1.5725 0.22 -0.14 0.54
H -6.5279 7.6428 3.0891 0.03 0.04 0.04
O -0.6839 -0.3061 4.4433 -0.03 -0.27 -0.03
H 1.5394 0.2652 0.0061 0.30 -0.46 -0.33
H -3.5831 -3.4211 -8.1883 -0.08 -0.13 -0.02
N 3.7874 -0.3784 -1.5984 0.20 -0.98 -0.47
H 0.9897 -0.3129 2.5374 -0.04 -0.02 0.15
O -1.4776 1.8081 4.5525 -0.05 -0.10 -0.08
H 2.1639 -3.0281 -6.1212 -0.12 -0.18 -0.16
C -1.1394 4.6751 3.5635 0.28 -0.16 -0.17
H -5.9704 6.7028 4.4899 -0.04 0.15 0.02
O -1.5908 -4.7063 -6.9595 0.11 -0.11 0.04
H -2.9756 0.8287 7.4198 -0.02 0.05 -0.04
H -3.3162 -5.7263 -7.2625 0.28 -0.02 -0.05
H -0.3145 4.3670 4.2005 -0.14 0.13 0.15
H -5.5255 6.2049 2.8669 0.03 0.10 -0.07
H -0.6834 -1.1925 -1.2234 0.43 -0.27 0.25
C -0.9364 -3.8929 -6.1330 -0.03 -0.09 -0.36
C -4.4514 7.9392 3.5900 -0.47 0.20 -0.17
H -1.6222 1.9610 7.2142 -0.15 0.06 0.00
H -4.6591 8.8111 4.2099 0.22 -0.09 0.13
O 0.3397 1.4451 3.4519 0.01 0.03 -0.08
C 5.7928 -1.3987 -0.4891 -0.43 1.37 -0.53
H -0.2806 -1.0028 0.4830 0.12 -0.18 -0.49
C 1.1319 -2.9143 -5.7969 0.29 0.22 0.13
H -3.2958 2.1760 5.3727 0.18 0.11 -0.19
C 2.6494 -1.2422 -1.2164 -0.51 0.76 0.74
C 7.0597 -3.3035 -1.0087 0.69 -0.65 -0.47
H 5.2348 -1.9430 0.2994 0.27 -0.04 -0.38
H -4.8477 -3.8034 -7.0005 0.03 -0.06 -0.02
C -2.5679 1.3645 5.3718 -0.38 -0.14 0.44
H 3.5737 -0.0092 -2.5216 -0.10 0.27 0.22
H 1.3347 -3.1253 0.2120 -0.29 0.29 -0.20
C 1.3767 -0.4513 -0.8183 -0.57 0.02 -0.93
C 1.3867 0.5570 3.0596 0.35 -0.12 -0.19
H -3.4938 -2.7543 -6.5675 -0.04 -0.09 0.08
O -1.4090 -3.2976 -5.2016 0.06 0.04 0.21
C -2.7632 6.3252 3.4761 0.04 -0.01 0.38
O 0.3362 -3.8366 -6.5374 -0.01 -0.03 0.10
H 0.8107 -1.8940 -6.0075 -0.06 -0.02 0.14
C 4.9515 -1.2819 -1.8114 -0.06 -0.74 1.14
H -1.8171 3.8356 3.4418 0.02 0.07 -0.13
H -1.4096 0.2617 6.8301 -0.10 -0.05 -0.06
```
Forces are in eV/Å.



No. 3
DFT (wB97M-V/def2-TZVPD) results for a structure of composition C19H42NO2OsP3.

## Properties
LUMO (spin up / spin down) in eV: -13.4 / -16.7
Frontier orbital gap (spin up / spin down) in eV: 6.4 / 3.3
Multiplicity: 5
Total charge: +4

```
68
Properties=species:S:1:pos:R:3:forces:R:3
H 1.1918 -2.8094 1.2538 0.20 0.15 0.14
H 3.0208 0.7840 0.4427 -0.12 0.04 0.37
C -2.4982 -1.9577 -1.7131 -0.21 0.10 -0.05
H 2.8542 1.3706 -6.0206 -0.28 0.14 -0.11
C -3.1754 -0.4097 0.6369 -0.33 0.00 -0.15
H 2.0112 -3.3239 -0.6818 -0.23 0.13 -0.20
H -3.4334 -2.4654 -1.4383 0.20 0.05 -0.26
H -1.7332 1.6848 3.3203 -0.30 0.19 -0.08
H -3.3144 3.0522 -3.4895 -0.07 0.05 0.09
H -2.4192 3.3390 3.2669 -0.02 -0.32 0.03
H 2.0646 -2.0562 2.5819 -0.13 0.41 -0.26
H -2.7260 4.3924 1.2464 0.16 0.05 0.13
H 0.3042 0.8097 3.2178 -0.12 -0.18 -0.10
H -1.5157 4.6771 -1.6044 0.06 0.19 0.09
H -1.3655 4.6673 -3.4025 -0.03 -0.34 -0.19
H -1.7755 3.9743 -0.1303 0.06 -0.43 0.79
C -1.7975 2.5752 1.3828 0.58 -0.74 -0.91
H -3.3677 0.5432 0.1323 -0.13 -0.17 0.13
H -2.7110 -1.1508 -2.4235 -0.07 -0.17 0.06
C -1.9323 4.3241 -2.5344 1.37 1.44 -0.01
C 1.1525 -3.1188 -1.3291 -0.25 0.18 0.36
C 0.8426 -1.6441 -3.5790 -0.67 0.44 -0.48
C 1.8290 -1.9601 1.5143 -0.24 -0.26 -0.75
H 2.7194 0.4407 -1.6999 0.05 -0.24 -0.04
H 3.2705 -0.9482 -2.6749 -0.02 -0.06 0.41
C -2.3686 2.3706 2.7531 0.24 0.13 0.13
P 0.9765 -0.3385 1.1885 1.42 -0.16 2.31
C -1.6176 -2.7429 0.8856 0.27 0.16 -0.01
H -0.7755 -3.3864 0.6084 -0.43 0.18 0.16
H 0.2418 -3.4504 -0.8228 0.33 0.03 -0.19
P -1.7984 -1.2486 -0.1959 -1.85 -1.35 0.77
C 1.9188 1.5688 -5.4978 0.86 0.42 -0.32
H 0.6443 3.5452 -3.0808 0.12 0.13 0.23
H 0.1623 1.8599 -1.1830 0.81 0.14 0.34
H 3.2951 -1.0349 -0.8756 -0.04 0.12 -0.36
H -1.8212 -2.6778 -2.1894 -0.13 0.11 0.20
H 3.0057 0.5150 2.2150 -0.21 0.03 -0.20
Os -0.2281 0.3264 -0.6525 2.18 -0.75 0.01
H 1.2515 -3.7418 -2.2282 0.03 0.40 0.25
H 0.7434 0.1937 -6.6720 0.06 -0.11 0.02
C 2.3986 0.8072 1.3456 -0.22 0.25 -0.24
H -4.0700 -1.0387 0.5776 0.07 0.12 0.08
H -1.5023 -2.4586 1.9403 -0.09 -0.05 -0.31
C 1.8612 2.5967 -4.5535 1.35 -0.26 -1.34
O -1.0762 1.7220 0.7811 -1.28 0.98 1.08
H 2.7743 -2.0360 0.9695 -0.20 -0.01 0.01
H 2.0132 1.8238 1.4904 0.17 -0.17 -0.01
N -2.0984 3.7394 0.7979 -0.29 0.07 -0.29
C -0.3312 0.9306 -4.9801 -1.71 -0.06 1.82
H 1.3577 -0.8631 -4.1396 0.05 0.02 -0.04
H 2.6879 3.2963 -4.4103 -0.05 -0.32 -0.10
H -3.3931 1.9710 2.6925 0.31 0.06 -0.06
H -4.0372 4.0564 -2.1141 0.40 -0.18 0.20
C 0.7619 0.8468 -5.8063 1.84 0.13 -1.45
H -0.9319 -0.3959 2.7382 0.28 0.12 0.11
C 2.7511 -0.6558 -1.7502 0.04 -0.10 -0.10
P 1.0288 -1.3010 -1.7931 1.05 -0.71 -0.64
O -0.9853 1.4541 -2.7512 -0.17 0.58 -1.78
H -2.5493 -3.3195 0.7692 0.25 0.22 0.06
C -0.2683 1.7203 -3.7927 -0.63 -0.95 1.23
H -1.2022 0.3172 -5.1198 -0.30 -0.15 -0.24
C 0.1437 -0.1999 2.8235 -0.43 0.24 -0.10
C -3.1344 3.7586 -2.6734 -2.12 -0.68 -0.77
H 1.2646 -2.6207 -3.8616 -0.13 0.50 0.12
C 0.7346 2.7331 -3.7819 -1.30 0.22 1.17
H 0.5732 -0.9191 3.5358 -0.10 0.27 -0.35
H -2.9427 -0.2181 1.6918 -0.01 -0.09 -0.32
H -0.2230 -1.6195 -3.8305 0.11 -0.20 -0.14
```
Forces are in eV/Å.



no.,total energy (Ha)
1,-2871.91828
2,-1611.03693
3,-2067.35184